ORCA calculation (ωB97M-V/def2-TZVPD) on 32 unconnected molecules or ions with the total composition C24H112N4O37P.

```
178
Properties=species:S:1:pos:R:3:forces:R:3
C -3.198 3.857 1.716 -0.3 0.3 0.0
C -3.587 3.591 0.158 0.9 -0.4 1.3
C -2.498 2.566 -0.413 0.2 0.0 -0.8
C -2.463 2.449 -2.012 0.0 1.0 0.1
C -3.834 1.947 -2.674 0.3 -0.7 0.1
C -4.568 0.775 -1.867 -0.1 -0.4 -0.5
C -3.930 -0.691 -2.131 -1.0 0.0 0.0
C -4.379 -1.746 -0.997 -0.4 0.7 -0.3
C -4.604 -3.230 -1.564 0.2 -0.4 0.4
C -4.035 -4.386 -0.567 -0.1 0.0 -0.7
C -2.573 -4.869 -1.026 -0.4 -0.3 0.1
C -1.665 -5.420 0.197 0.1 0.4 -1.2
C -0.479 -4.336 0.412 0.1 -0.9 -0.4
C 0.603 -4.844 1.497 0.2 0.2 -0.3
C 1.067 -3.686 2.553 -2.3 0.0 -3.3
N -0.161 -3.369 3.319 1.2 -1.3 0.9
C 1.547 -2.322 1.831 0.5 0.6 0.3
P 0.819 -0.721 2.624 3.8 3.2 -0.1
O 1.954 0.369 2.614 -2.5 -2.4 -0.1
O 2.999 -2.097 1.909 -1.0 -1.4 -0.3
C 3.574 -3.322 1.416 -0.8 -0.5 -0.8
C 4.993 -3.178 0.688 0.9 0.7 0.3
N 5.636 -1.926 1.189 0.1 -0.8 -0.8
C 5.349 -0.756 0.306 -0.7 0.6 0.4
C 3.474 -4.404 2.597 0.9 -1.5 -3.3
O 4.649 -4.675 3.358 -2.6 -1.3 -0.8
N 5.393 -3.601 3.713 2.8 0.2 1.6
O 6.390 -4.032 4.213 -1.5 1.4 -0.8
N 2.182 -4.285 3.412 -0.4 -0.4 0.4
C 2.279 -3.610 4.723 0.1 2.4 2.5
C 1.369 -4.157 5.919 -0.8 1.4 1.5
O 0.706 -5.416 5.711 -1.0 0.7 -0.1
C -0.490 -5.560 6.475 -1.2 -3.4 3.4
C -1.816 -4.694 6.312 1.2 1.4 -0.6
O -0.501 -6.489 7.323 0.3 3.4 -3.4
H -2.776 4.916 1.828 -0.5 -1.5 0.0
H -2.410 3.114 2.088 -1.1 1.0 -0.5
H -4.113 3.775 2.407 1.4 0.1 -1.0
H -4.642 3.158 0.142 1.4 0.7 -0.4
H -3.522 4.610 -0.356 -0.3 -1.6 0.3
H -2.623 1.506 0.018 0.0 1.6 -0.3
H -1.459 2.928 -0.080 -1.5 -0.5 -0.5
H -2.270 3.519 -2.410 -0.3 -2.1 0.6
H -1.549 1.827 -2.341 -1.6 0.7 0.6
H -3.569 1.544 -3.718 -0.5 0.7 1.6
H -4.559 2.810 -2.851 1.1 -1.2 0.6
H -5.647 0.722 -2.260 1.4 0.0 0.7
H -4.654 0.969 -0.739 0.3 -0.2 -1.6
H -4.405 -1.062 -3.113 0.9 0.6 1.2
H -2.801 -0.650 -2.286 -1.6 -0.1 0.3
H -3.615 -1.706 -0.147 -1.0 -0.3 -1.1
H -5.390 -1.383 -0.566 1.8 -0.6 -0.6
H -5.723 -3.418 -1.737 1.6 0.4 0.3
H -4.089 -3.347 -2.589 -0.7 0.2 1.5
H -4.748 -5.294 -0.603 1.1 1.3 0.2
H -3.997 -4.008 0.508 -0.1 -0.3 -1.4
H -2.702 -5.689 -1.839 0.3 1.4 1.4
H -2.015 -4.003 -1.515 -0.8 -1.0 0.6
H -2.288 -5.594 1.134 0.9 0.4 -1.2
H -1.243 -6.435 -0.161 -0.3 1.6 0.9
H 0.062 -4.268 -0.598 -0.9 0.1 1.5
H -0.912 -3.302 0.617 0.4 -1.3 0.0
H 1.475 -5.270 0.897 -1.0 0.4 0.9
H 0.124 -5.701 2.096 0.7 1.2 -0.6
H -0.507 -4.277 3.689 -0.1 0.9 -0.3
H -0.922 -2.994 2.738 0.4 -0.2 0.0
H 1.273 -2.247 0.726 -0.1 -0.5 1.4
H -0.220 -0.238 1.770 -0.2 -0.9 0.8
H 0.448 -0.892 3.993 -0.4 -0.3 -0.8
H 2.882 -3.675 0.553 0.9 0.1 1.5
H 4.866 -3.081 -0.452 -0.3 -0.4 1.6
H 5.661 -4.103 0.866 -1.2 1.4 -0.1
H 6.640 -2.058 1.363 -0.7 0.1 -0.3
H 4.263 -0.859 -0.062 1.8 0.3 0.5
H 5.404 0.186 0.966 -0.1 -1.3 -1.2
H 6.043 -0.653 -0.596 -0.9 -0.2 1.1
H 3.326 -5.388 2.000 0.3 1.5 1.3
H 1.873 -5.277 3.539 0.2 0.8 0.4
H 1.952 -2.512 4.564 0.6 -1.9 0.1
H 3.317 -3.511 5.191 -1.2 -0.6 -1.4
H 1.974 -4.238 6.901 -0.6 0.0 -1.8
H 0.556 -3.368 6.150 1.4 -1.1 -0.6
H -2.624 -4.981 7.058 1.4 0.0 -1.0
H -1.541 -3.593 6.532 -0.6 -1.6 -0.4
H -2.205 -4.707 5.239 0.5 -0.2 1.4
O 3.661 0.345 -2.226 -0.2 0.3 -0.3
H 3.218 1.132 -1.878 0.1 -0.1 0.2
H 4.177 0.679 -2.976 0.2 -0.1 0.0
O -2.183 5.367 -3.003 0.0 0.6 -0.3
H -1.257 5.628 -2.897 0.0 -0.1 -0.1
H -2.464 5.826 -3.806 0.3 0.3 0.1
O 2.474 0.982 5.504 -0.1 -0.4 0.0
H 2.473 0.722 4.569 0.0 0.2 -0.2
H 2.462 0.144 5.981 0.1 0.2 0.1
O 1.577 0.651 -4.123 -0.2 -0.3 -0.3
H 1.119 -0.170 -4.344 0.1 0.0 0.1
H 2.319 0.361 -3.563 -0.1 0.0 0.1
O 0.982 5.934 -3.412 0.1 0.1 0.0
H 1.566 6.520 -3.912 0.1 0.0 0.2
H 1.545 5.183 -3.181 -0.1 0.0 0.0
O 3.232 8.128 -3.799 0.0 -0.3 0.0
H 2.782 8.917 -3.461 0.3 0.2 0.0
H 3.749 8.457 -4.546 -0.1 0.1 0.1
O 1.901 6.060 -0.477 -0.2 0.2 0.0
H 2.508 6.754 -0.188 0.1 -0.2 -0.1
H 1.599 6.361 -1.345 0.0 0.0 0.1
O -1.484 0.286 -4.111 0.5 -0.3 -0.5
H -1.727 -0.062 -4.978 -0.1 0.0 0.1
H -0.630 0.716 -4.263 -0.2 0.2 0.2
O 4.662 7.184 -1.404 0.2 0.1 -0.1
H 5.268 7.877 -1.116 -0.1 -0.1 0.0
H 4.358 7.485 -2.274 -0.3 0.2 0.1
O -1.884 -6.951 3.038 0.3 -0.1 0.3
H -1.858 -7.760 2.511 -0.1 0.1 0.0
H -1.489 -7.208 3.881 -0.2 -0.1 0.0
O -7.284 -2.162 0.452 -0.3 -0.1 0.2
H -8.180 -1.831 0.312 0.1 0.0 -0.1
H -7.415 -2.999 0.916 0.0 0.1 -0.1
O 3.591 11.056 -2.540 -0.2 0.2 0.2
H 2.860 11.667 -2.383 0.0 -0.2 -0.1
H 4.298 11.620 -2.889 0.2 -0.2 -0.1
O 5.751 12.324 -4.042 0.1 0.2 -0.2
H 6.673 12.584 -3.933 -0.1 -0.1 0.1
H 5.470 12.783 -4.844 0.0 -0.1 0.1
O 2.729 9.818 0.090 0.0 0.1 0.1
H 2.278 10.602 0.428 0.1 -0.1 0.0
H 3.247 10.150 -0.657 0.0 -0.1 -0.1
O 0.932 2.285 0.489 -0.1 -0.4 0.1
H 0.609 3.046 0.986 0.1 0.0 -0.2
H 1.365 1.735 1.157 0.3 0.1 0.2
O 1.535 10.102 -4.800 -0.4 0.0 -0.1
H 1.001 9.319 -4.616 0.0 0.1 0.0
H 0.886 10.782 -5.019 0.1 0.0 0.1
O 6.029 5.972 -3.937 -0.3 0.1 -0.1
H 5.596 6.054 -3.076 0.2 0.0 0.1
H 5.325 6.152 -4.571 0.1 -0.1 0.0
O -2.043 7.312 -5.667 0.1 0.1 -0.1
H -1.121 7.573 -5.562 -0.1 -0.2 0.0
H -2.325 7.770 -6.469 -0.1 -0.1 0.1
O -8.495 -3.474 -2.629 0.1 0.0 -0.2
H -8.748 -3.830 -3.490 0.0 0.0 0.1
H -7.648 -3.042 -2.794 -0.1 0.0 0.1
O -4.400 3.902 -4.762 -0.1 0.4 -0.6
H -3.796 4.599 -4.480 0.0 -0.3 0.1
H -4.712 4.198 -5.626 0.0 -0.1 0.1
O 0.601 -5.655 -2.245 0.2 -0.3 0.1
H 0.126 -6.466 -2.469 -0.1 0.2 -0.1
H 1.336 -5.959 -1.698 0.0 0.0 -0.2
O -0.695 -0.577 -0.374 0.4 -0.1 0.1
H -0.057 0.094 -0.090 -0.2 0.3 -0.4
H -0.991 -0.262 -1.239 -0.1 0.0 0.1
O 5.107 -0.023 -4.818 0.3 0.4 0.3
H 5.124 -0.270 -5.749 0.0 0.0 0.2
H 5.119 -0.867 -4.353 -0.1 0.0 -0.3
O -2.502 -2.128 8.292 0.1 -0.1 0.2
H -2.851 -1.384 8.798 0.0 -0.1 -0.1
H -2.082 -2.688 8.957 -0.1 0.1 0.0
O -3.307 -2.597 3.214 0.2 0.2 0.2
H -3.559 -1.666 3.248 0.0 -0.1 -0.1
H -3.800 -3.000 3.943 -0.1 -0.2 -0.2
O -2.541 -7.434 -4.011 -0.2 0.0 0.1
H -3.070 -8.217 -3.814 0.1 0.1 -0.1
H -3.195 -6.757 -4.224 0.1 0.0 0.0
O -5.285 -4.975 3.921 0.1 -0.1 -0.1
H -5.269 -5.220 2.988 0.0 0.2 0.1
H -5.294 -5.826 4.387 0.1 0.1 0.1
O -4.755 -6.946 6.014 0.2 0.1 0.1
H -4.634 -6.230 6.650 -0.2 -0.1 0.0
H -4.000 -7.527 6.168 -0.2 0.0 -0.1
O 9.344 -4.616 2.858 -0.3 -0.2 0.0
H 9.647 -5.522 2.722 0.0 0.2 0.0
H 8.544 -4.715 3.391 0.2 0.1 0.0
O -0.104 9.158 -0.562 -0.1 -0.3 0.0
H -0.562 8.339 -0.787 0.0 0.1 0.1
H 0.630 8.871 -0.003 0.1 0.1 -0.2
O 3.636 -2.019 -5.637 -0.6 -0.4 0.0
H 3.097 -2.800 -5.459 0.1 0.0 -0.1
H 2.990 -1.331 -5.846 0.2 0.0 0.1
```
Positions in Å, forces in eV/Å.

Results
* E_HOMO: -10.657 eV
* energy: -117697.598 eV
* total charge: +1